(1)
A single C4H5FN2 molecule, computed with ωB97M-V with the def2-TZVPD basis set.

Its HOMO energy is -9.3288 eV. The gap between HOMO and LUMO comes out at 0.37833 Ha. The relative energy (zero: lowest compared OMol25 entry of this formula, charge and spin) comes out at 21.5 kcal per mole. Its SMILES is Cn1nccc1F.

XYZ file:
```
12
Properties=species:S:1:pos:R:3:forces:R:3:mulliken_charge:R:1
C -1.0646 0.6962 1.3491 0.62 1.17 -0.22 -0.77
N -0.2912 0.2089 0.2196 -0.06 -0.25 0.74 0.72
N -0.5716 0.6107 -1.0302 0.07 -0.03 -0.06 -1.01
C 0.3092 -0.0150 -1.7895 0.13 -0.37 1.00 -0.30
C 1.1787 -0.8417 -1.0445 0.38 -0.38 -0.16 -0.58
C 0.7423 -0.6628 0.2435 -0.36 0.52 -0.69 0.51
F 1.1642 -1.1569 1.3929 0.07 -0.12 0.16 -0.29
H -0.9663 1.8024 1.3927 -0.11 -0.68 -0.03 0.27
H -2.1039 0.4464 1.2498 -0.44 -0.22 -0.15 0.28
H -0.6728 0.2901 2.2692 0.14 -0.22 0.13 0.33
H 0.2941 0.1020 -2.8338 -0.04 0.24 -1.03 0.46
H 1.9818 -1.4805 -1.4189 -0.42 0.35 0.33 0.36
```
Forces are in eV/Å.


(2)
C8H21FIOP2Pt as an isolated structure, computed with ωB97M-V with the def2-TZVPD basis set.

Its HOMO energy (alpha / beta) is -17.2241 / -21.8600 eV. As for the spin multiplicity: 5. The gap between HOMO and LUMO (alpha / beta) comes out at 0.20400 / 0.19505 Ha. The total charge is +3. The relative energy (zero: lowest compared OMol25 entry of this formula, charge and spin) comes out at 6.3 kcal per mole.

XYZ file:
```
35
Properties=species:S:1:pos:R:3:forces:R:3:mulliken_charge:R:1
C -2.7969 -2.2951 0.3394 -1.27 -1.14 -0.29 -0.80
I -1.3623 -2.3893 -1.2788 -0.58 -0.20 0.88 0.66
H -2.9427 -1.2899 0.7006 0.38 0.68 -0.27 0.37
H -2.4517 -2.9576 1.1324 0.42 -0.16 -0.08 0.41
H -3.7016 -2.7345 -0.1141 0.34 0.25 0.15 0.41
Pt 0.0883 -0.3656 -0.1081 -1.99 0.11 -0.68 1.18
P 0.8945 -0.2935 2.0793 1.05 0.76 4.87 0.53
C 1.8746 -1.7708 2.4726 0.04 -0.04 -0.85 -1.14
C 1.8911 1.2159 2.3745 0.08 0.08 -1.08 -1.13
H 2.1444 1.3072 3.4453 -0.17 -0.27 -0.26 0.43
H 0.0550 -0.3494 4.3569 0.28 -0.18 -0.11 0.49
H 1.2890 2.0909 2.0649 0.34 -0.31 0.22 0.41
H -0.8796 0.7439 3.3431 -0.01 -0.07 -0.17 0.37
H 2.8508 -1.7186 1.9771 -0.11 -0.11 0.12 0.41
H 2.8139 1.1591 1.7703 -0.29 0.20 0.34 0.40
C -0.3769 -0.2256 3.3607 -0.66 0.19 -0.35 -1.13
H 2.0159 -1.8583 3.5581 -0.12 0.19 -0.16 0.43
H -1.1229 -1.0012 3.1925 -0.06 -0.04 0.16 0.34
H 1.3325 -2.6534 2.1096 0.20 0.01 0.19 0.39
P -0.2541 0.9221 -2.1182 -0.48 2.77 -2.25 0.30
C 0.2577 -0.0293 -3.5849 0.39 -0.22 0.59 -0.96
C -1.9540 1.4095 -2.4584 -0.30 0.00 0.58 -1.08
H 0.4040 3.0209 -1.1225 0.07 -0.14 -0.36 0.39
H 0.4065 3.1239 -2.9141 0.01 -0.28 0.14 0.45
H 1.7510 2.2805 -2.0617 -0.30 0.21 -0.02 0.40
C 0.6699 2.4905 -2.0521 0.40 -0.32 0.43 -1.14
H -2.2758 2.1619 -1.7360 0.01 -0.14 0.10 0.34
H -2.0273 1.8513 -3.4541 0.18 -0.13 -0.15 0.50
H -0.1358 0.4660 -4.4857 0.07 -0.11 0.26 0.43
H -0.1510 -1.0496 -3.5152 0.18 0.24 -0.37 0.27
H -2.6274 0.5576 -2.3900 -0.22 -0.03 -0.09 0.30
H 1.3548 -0.0741 -3.6249 -0.27 -0.11 -0.14 0.38
C 1.7462 -0.9908 -0.7113 6.12 -3.34 -2.84 0.24
O 2.7353 -1.4273 -1.1213 -3.12 1.70 1.47 -0.26
F -1.5153 0.6728 0.5742 -0.61 -0.07 0.01 -0.58
```
Forces are in eV/Å.


(3)
A single C4H9NO2 molecule, computed with ωB97M-V with the def2-TZVPD basis set.

Its HOMO energy is -6.5709 eV. The gap between HOMO and LUMO comes out at 0.27509 Ha. The relative energy (zero: lowest compared OMol25 entry of this formula, charge and spin) comes out at 100.2 kcal per mole.

XYZ file:
```
16
Properties=species:S:1:pos:R:3:forces:R:3:mulliken_charge:R:1
C -0.2237 1.3931 1.9513 -0.11 0.04 0.30 -0.70
O 0.1737 1.3516 0.5960 0.01 -0.04 -0.07 -0.37
C 1.0700 0.3353 0.3163 0.31 0.03 -0.09 -0.23
C 0.1440 -0.9387 -2.3429 0.03 -0.11 -0.10 -0.78
N -0.8174 -1.0125 -1.4125 -0.03 -0.01 0.14 -0.01
C -0.7302 -1.1072 -0.0989 -0.11 0.18 -0.18 -0.22
O 0.4940 -0.9723 0.4881 -0.07 0.00 -0.04 -0.41
H -0.3646 0.3835 2.3538 -0.03 0.15 -0.02 0.32
H 0.5227 1.9209 2.5594 -0.07 -0.07 -0.06 0.28
H -1.1718 1.9337 1.9942 0.15 -0.05 0.04 0.24
H 1.9328 0.3221 0.9928 -0.12 0.04 -0.03 0.27
H 1.3871 0.5051 -0.7173 -0.08 -0.12 0.17 0.35
H 1.1485 -1.2101 -2.0564 -0.11 0.14 -0.05 0.32
H -0.1675 -0.8877 -3.3721 0.00 -0.07 0.07 0.29
H -1.7695 -0.9412 -1.7554 0.09 -0.07 0.04 0.24
H -1.6281 -1.0757 0.5035 0.14 -0.04 -0.10 0.41
```
Forces are in eV/Å.


(4)
An isolated ion of composition C4H15N4O2P2 and charge +1, computed with ωB97M-V with the def2-TZVPD basis set.

Its HOMO energy is -12.5285 eV. The gap between HOMO and LUMO comes out at 0.34597 Ha. The total charge is +1. Its SMILES is N=[PH2][C@@H]1[C@@H](N)[NH2+]C[C@@H]1P(=N)(O)O.

XYZ file:
```
27
Properties=species:S:1:pos:R:3:forces:R:3:mulliken_charge:R:1
N 1.4753 -1.5028 2.1111 -0.32 -0.14 -0.35 -0.66
P 1.4025 -1.9158 0.6091 0.12 0.17 0.88 0.15
C 0.7861 -0.5436 -0.4266 -0.36 -0.32 -0.58 -0.32
C 0.9746 0.8214 0.1745 0.79 0.21 0.90 -0.34
N 2.3495 1.1998 0.4248 -0.26 0.05 -0.34 -0.66
N 0.3936 1.6999 -0.9111 -0.41 -0.45 -0.68 0.00
C -0.5393 0.8290 -1.7512 0.05 -0.90 -0.42 -1.20
C -0.6781 -0.4675 -0.9137 0.16 1.00 0.16 0.13
P -2.0013 -0.1539 0.3268 -0.35 -1.27 0.89 0.86
N -1.9617 -0.9011 1.6701 0.34 0.06 -0.62 -0.74
O -3.3427 -0.3148 -0.5123 0.35 0.41 -0.44 -0.52
O -2.0190 1.4358 0.4995 0.11 0.40 -0.13 -0.60
H 0.9582 -2.1204 2.7237 0.21 0.12 0.34 0.28
H 2.6480 -2.1492 0.0111 0.00 -0.07 -0.23 0.12
H 0.6300 -3.0296 0.2468 -0.04 -0.03 -0.27 0.12
H 1.3621 -0.5622 -1.3599 0.31 -0.18 0.11 0.28
H 0.3922 0.9225 1.0880 -0.44 0.02 -0.17 0.18
H 2.6700 0.6161 1.1961 0.15 -0.13 -0.05 0.40
H 2.3734 2.1417 0.8036 0.10 0.08 0.01 0.29
H 1.1717 1.9738 -1.5131 0.06 0.41 0.21 0.44
H -0.1249 2.5029 -0.5623 0.12 0.12 0.14 0.37
H -1.4560 1.3318 -2.0337 -0.07 0.27 0.34 0.42
H -0.0178 0.5645 -2.6675 0.13 0.25 -0.07 0.36
H -0.9316 -1.3406 -1.5072 -0.15 0.07 -0.23 0.60
H -1.1458 -1.4855 1.7953 -0.03 0.01 0.42 0.28
H -3.3653 -1.1584 -0.9730 -0.40 -0.28 0.04 0.35
H -2.0038 1.6065 1.4511 -0.15 0.14 0.16 0.40
```
Forces are in eV/Å.